(1)
30
Properties=species:S:1:pos:R:3:forces:R:3:nbo_charge:R:1 method="wB97M-V/def2-TZVPD" smiles=O.O.O.O.O.O.O.O.O.O homo_energy_ev=-9.2 energy_ha=-764.27949 de_lowest_kcal_mol=127.0 homo_lumo_gap_ha=0.33522
O 0.8046 0.2146 -0.1346 0.14 0.62 0.07 -0.943
H 1.6285 0.1209 0.3568 0.01 -0.33 0.04 0.482
H 1.0891 0.3544 -1.0448 -0.19 -0.23 0.08 0.463
O -3.1242 -2.3302 -2.7400 0.03 -0.12 0.07 -0.937
H -2.4609 -1.9073 -2.1831 -0.38 0.50 -0.10 0.466
H -3.9621 -1.9914 -2.4052 0.12 -0.02 0.01 0.473
O 0.4709 2.4220 2.5772 0.00 -0.06 -0.20 -0.944
H 0.7871 2.2650 1.6803 0.12 -0.07 0.02 0.469
H 0.3770 1.5385 2.9508 -0.06 -0.04 0.00 0.479
O 2.2028 0.7667 -4.1027 0.14 0.09 0.35 -0.925
H 2.3806 1.6649 -3.8018 -0.03 0.02 -0.16 0.465
H 1.9095 0.3069 -3.3080 -0.12 -0.16 -0.20 0.461
O -2.3667 1.9037 1.6637 -0.13 3.41 -0.27 -0.935
H -2.9231 2.2781 0.9714 -0.07 0.12 0.28 0.465
H -1.4695 2.1218 1.3870 0.11 0.14 0.46 0.484
O -0.0874 -2.6988 -1.4772 0.00 -0.08 -0.05 -0.930
H 0.0822 -3.6420 -1.5803 -0.02 0.09 -0.02 0.469
H -1.0368 -2.6142 -1.6199 0.31 -0.19 0.16 0.460
O 4.0381 0.3312 -1.0367 -0.30 0.10 -0.06 -0.932
H 4.0493 0.1159 -1.9762 0.11 -0.07 -0.03 0.477
H 3.4221 1.0697 -0.9728 0.21 0.07 0.03 0.455
O 2.6785 -1.0594 3.7350 -0.03 0.13 0.16 -0.938
H 2.8151 -0.1811 4.1078 0.04 -0.06 -0.05 0.467
H 2.6958 -1.6445 4.5007 -0.02 -0.01 -0.12 0.471
O -2.1757 0.1505 -0.5039 0.36 0.91 -4.19 -0.927
H -2.8518 0.8364 -0.5406 0.08 -0.37 -0.06 0.447
H -1.4175 0.5898 -0.1025 -0.05 -0.55 -0.04 0.482
O -2.3520 -0.2270 1.5224 -0.68 -3.06 3.89 -0.955
H -2.6543 0.3568 2.2272 0.14 -0.38 0.03 0.481
H -2.5490 -1.1118 1.8500 0.15 -0.40 -0.10 0.450


(2)
30
Properties=species:S:1:pos:R:3:forces:R:3:nbo_charge:R:1 method="wB97M-V/def2-TZVPD" smiles=O.O.O.O.O.O.O.O.O.O homo_energy_ev=-10.5 energy_ha=-764.38969 de_lowest_kcal_mol=57.9 homo_lumo_gap_ha=0.37949
O 3.3740 12.5800 -13.4830 -1.00 -1.22 0.52 -0.968
H 3.1160 12.2120 -12.6130 0.37 0.30 -0.83 0.460
H 3.9520 13.3170 -13.3020 0.46 0.64 0.17 0.480
O 5.0220 14.6830 -12.9610 -0.57 0.77 -0.76 -1.013
H 4.2890 15.2050 -12.5680 0.42 -0.56 -0.16 0.505
H 5.4690 14.2410 -12.2410 0.26 -0.09 0.91 0.512
O 6.5340 11.0840 -12.0840 0.20 -0.71 0.77 -0.971
H 7.3210 10.6720 -11.6950 -0.31 0.06 -0.08 0.481
H 6.8840 11.7840 -12.6540 0.18 -0.16 -0.53 0.490
O 8.5430 15.1510 -13.0990 -0.25 0.68 -0.02 -0.974
H 7.8770 15.8680 -13.1290 0.58 -0.47 -0.13 0.494
H 8.0720 14.3760 -13.4380 -0.16 0.44 0.07 0.475
O 6.2040 16.3330 -14.7600 -0.41 0.09 -0.80 -0.981
H 5.7490 15.6900 -14.2050 0.01 -0.25 0.59 0.486
H 5.5570 16.4230 -15.4790 0.47 0.30 0.10 0.471
O 2.6540 15.6300 -11.9020 1.10 1.61 -0.85 -0.955
H 2.9770 16.4060 -11.4130 -0.44 -0.39 0.04 0.500
H 2.2550 15.0280 -11.3120 -0.68 -0.99 1.19 0.499
O 1.8130 16.5350 -14.4160 0.29 -0.69 1.43 -0.972
H 2.1090 16.1180 -13.5430 -0.83 0.74 -1.75 0.487
H 0.8610 16.3650 -14.4720 0.40 0.01 0.06 0.466
O 5.7640 13.2700 -10.8380 -0.65 1.64 0.98 -0.988
H 5.9560 12.4210 -11.1820 0.28 -2.29 -1.06 0.493
H 5.6460 13.0790 -9.9100 -0.07 0.41 0.53 0.490
O 8.5790 13.5820 -10.8250 2.87 0.67 0.49 -0.974
H 7.7510 13.2400 -11.0130 -2.54 -0.77 -0.32 0.452
H 8.7790 14.1460 -11.5900 0.02 0.25 0.23 0.490
O 7.2400 12.8830 -13.7910 1.50 -0.04 -1.19 -0.955
H 6.5120 13.0460 -14.3910 -0.52 0.12 -0.28 0.514
H 8.0290 12.7500 -14.3780 -1.00 -0.09 0.68 0.507


(3)
30
Properties=species:S:1:pos:R:3:forces:R:3:nbo_charge:R:1 method="wB97M-V/def2-TZVPD" smiles=O.O.O.O.O.O.O.O.O.O homo_energy_ev=-10.0 energy_ha=-764.36181 de_lowest_kcal_mol=75.4 homo_lumo_gap_ha=0.36525
O 0.1565 -1.2159 -2.2364 1.32 -0.11 0.02 -0.956
H 1.0780 -0.8958 -2.1967 -0.69 -0.11 0.41 0.481
H 0.0116 -1.2846 -3.1789 -0.50 0.07 -0.48 0.488
O 1.9552 2.3481 1.5149 -1.84 1.37 -0.94 -0.975
H 1.5618 1.5213 1.2177 0.07 -0.44 -0.03 0.492
H 2.7631 2.1731 1.9213 1.90 -0.64 1.01 0.456
O -1.1562 0.9175 -3.7541 1.44 -0.93 -1.55 -0.961
H -0.7202 1.3403 -3.0303 0.55 0.24 0.86 0.479
H -2.0213 1.2438 -3.7073 -2.04 0.44 -0.01 0.461
O -1.3948 1.5663 2.5288 -0.36 -0.14 0.21 -0.923
H -1.1088 0.7125 2.8598 0.52 -0.14 -0.18 0.461
H -2.0994 1.7583 3.1549 -0.17 0.39 -0.09 0.463
O 1.1484 -2.9291 0.4704 1.88 -1.32 0.30 -0.951
H 1.5097 -3.7735 0.8246 -0.88 0.56 -0.16 0.483
H 1.9681 -2.5829 0.0777 -0.64 0.45 -0.17 0.489
O -2.4386 -0.6673 -1.5583 -2.06 2.07 1.76 -0.957
H -2.5508 0.0035 -0.8018 0.34 -1.90 -1.65 0.454
H -1.5192 -0.8818 -1.5659 1.27 -0.13 0.02 0.491
O 0.9994 0.1684 0.1296 0.83 0.08 0.11 -1.035
H 0.6373 0.8210 -0.4809 -0.17 0.03 -0.12 0.499
H 0.2358 -0.2367 0.5864 -0.03 0.14 -0.48 0.492
O -0.3851 1.9998 -1.4172 0.82 -0.21 -0.37 -0.934
H -0.1453 2.9111 -1.4479 1.00 1.18 -0.16 0.488
H -1.2256 2.0876 -1.0171 -1.70 -0.50 0.87 0.485
O 1.5463 -0.4573 2.7576 0.66 0.83 -0.35 -0.948
H 1.1342 -1.2481 3.0643 -0.05 -1.05 0.20 0.460
H 2.0665 -0.6694 1.9584 -0.65 0.02 0.50 0.489
O -0.9274 -1.3723 0.8995 -1.58 0.91 -0.02 -0.930
H -0.3157 -2.0247 0.5996 0.79 -1.13 -0.65 0.502
H -0.7636 -1.3333 1.8268 -0.04 -0.03 1.13 0.455


(4)
30
Properties=species:S:1:pos:R:3:forces:R:3:nbo_charge:R:1 method="wB97M-V/def2-TZVPD" smiles=O.O.O.O.O.O.O.O.O.O homo_energy_ev=-9.6 energy_ha=-764.31280 de_lowest_kcal_mol=106.1 homo_lumo_gap_ha=0.35693
O -0.1163 -0.1982 0.1058 -0.05 0.04 0.24 -0.943
H 0.7829 -0.3608 -0.2010 0.43 0.12 0.07 0.500
H -0.3527 -1.0049 0.5772 0.07 0.14 0.10 0.469
O -3.1377 2.4735 0.1230 -1.60 -0.93 -0.04 -0.913
H -2.7428 1.8083 -0.4520 0.15 0.05 0.17 0.472
H -3.5371 3.1037 -0.4872 -0.18 -0.31 0.18 0.442
O 2.4697 -1.6760 2.9316 0.06 -0.09 0.12 -0.943
H 1.9221 -2.4346 3.1631 0.04 0.06 -0.10 0.472
H 2.8578 -1.4022 3.7703 -0.03 0.05 -0.10 0.472
O -3.4260 -1.4173 2.4066 0.01 -0.24 -0.05 -0.928
H -3.9190 -1.9245 3.0614 0.04 0.09 -0.01 0.468
H -3.4219 -1.9831 1.6263 -0.05 0.11 0.06 0.461
O -1.4993 -4.0295 -1.9713 -0.37 -0.11 0.26 -0.922
H -2.3730 -4.3817 -1.7672 0.07 -0.12 -0.08 0.460
H -1.2750 -3.4971 -1.1998 0.28 -0.07 -0.17 0.462
O -1.0193 -1.2151 -2.1800 -0.34 -0.18 -0.43 -0.963
H -0.7702 -0.5687 -1.5098 0.05 0.13 0.34 0.483
H -1.7855 -1.6614 -1.8020 0.04 0.11 -0.37 0.450
O 3.3756 -1.3907 -0.3093 0.21 -0.17 0.18 -0.941
H 4.2333 -1.4566 -0.7439 -0.18 0.06 -0.06 0.465
H 3.5898 -1.3698 0.6302 -0.17 -0.04 0.11 0.476
O 2.3660 0.9501 -1.9578 -0.07 -0.01 -0.32 -0.928
H 2.9513 0.9903 -2.7226 -0.07 -0.05 0.09 0.462
H 1.4820 0.9168 -2.3406 0.03 0.06 0.01 0.467
O -1.3025 3.8732 -0.2380 1.20 1.29 -0.46 -0.912
H -1.2441 4.5282 0.4666 0.06 -0.12 -0.02 0.465
H -2.0252 4.1886 -0.7922 0.38 0.05 0.16 0.445
O 2.3975 2.7965 0.4160 0.16 0.23 0.23 -0.919
H 2.4272 3.7574 0.3467 -0.08 -0.09 -0.04 0.461
H 3.0922 2.5855 1.0498 -0.08 -0.06 -0.08 0.459


(5)
30
Properties=species:S:1:pos:R:3:forces:R:3:nbo_charge:R:1 method="wB97M-V/def2-TZVPD" smiles=O.O.O.O.O.O.O.O.O.O homo_energy_ev=-9.9 energy_ha=-764.29342 de_lowest_kcal_mol=118.3 homo_lumo_gap_ha=0.36007
O -0.4640 -0.0783 0.3002 0.03 -0.45 0.15 -0.960
H 0.4260 -0.1855 -0.0540 -0.05 0.23 0.12 0.475
H -0.8013 0.7063 -0.1467 0.68 0.15 0.37 0.475
O 3.7986 -2.3098 -1.1380 -0.18 -0.31 -1.08 -0.931
H 4.1422 -1.7328 -1.8294 0.08 -0.01 0.03 0.471
H 3.2507 -2.9446 -1.6133 0.10 -0.07 -0.04 0.466
O 3.5291 -1.4349 1.0239 -0.37 0.62 1.03 -0.923
H 3.2670 -0.8821 1.7687 0.07 -0.13 0.08 0.445
H 2.8650 -1.2507 0.3500 0.35 -0.16 -0.04 0.474
O -2.6733 1.9589 -0.5068 -0.62 -0.07 0.08 -0.953
H -2.3054 1.6470 -1.3413 0.01 0.30 0.24 0.467
H -2.3196 1.3472 0.1486 -0.32 0.31 0.51 0.464
O 2.1817 1.8757 1.7649 0.16 -0.22 0.24 -0.919
H 2.4941 1.0897 2.2272 -0.10 0.19 0.07 0.452
H 2.9555 2.4491 1.7279 -0.10 -0.05 -0.14 0.467
O -0.7475 1.0088 -1.9981 0.18 -0.02 -1.26 -0.963
H -0.9480 1.2659 -2.9051 0.14 0.07 -0.11 0.485
H -1.1013 0.1154 -1.9239 0.12 -0.47 -0.04 0.501
O 1.8743 2.9125 -0.9046 0.03 0.20 -0.33 -0.932
H 1.2715 2.6923 -1.6237 -0.03 -0.07 0.14 0.468
H 1.9845 3.8674 -0.9752 -0.02 -0.07 0.04 0.465
O -2.6122 0.4870 2.2338 -0.21 0.10 -0.32 -0.948
H -2.1473 -0.2952 1.9159 0.21 -0.23 0.02 0.495
H -3.4841 0.4227 1.8280 -0.04 0.02 0.21 0.460
O -2.6593 -1.8459 -1.1352 -1.18 1.09 -3.52 -0.943
H -3.4457 -2.3266 -1.4173 -0.08 0.24 -0.47 0.462
H -3.0081 -1.0932 -0.6443 0.19 -0.12 0.13 0.483
O -2.1200 -2.4611 0.8137 0.66 -1.46 3.32 -0.942
H -2.7152 -3.0476 0.3333 0.45 0.17 0.48 0.465
H -1.2401 -2.7490 0.5453 -0.12 0.24 0.06 0.474


(6)
30
Properties=species:S:1:pos:R:3:forces:R:3:nbo_charge:R:1 method="wB97M-V/def2-TZVPD" smiles=O.O.O.O.O.O.O.O.O.O homo_energy_ev=-8.5 energy_ha=-764.23251 de_lowest_kcal_mol=156.5 homo_lumo_gap_ha=0.30479
O 0.3107 0.8908 0.5199 -1.55 -0.01 -2.05 -0.961
H -0.0807 0.2618 -0.0966 0.18 -0.42 0.14 0.465
H 0.5634 1.6371 -0.0352 0.39 -0.17 0.68 0.469
O 0.9984 -0.2411 2.3324 -0.83 5.39 2.54 -0.913
H 1.4434 0.0541 3.1348 0.03 -0.19 0.11 0.449
H 0.2616 0.3724 2.2336 0.40 0.36 -0.04 0.466
O -3.2822 -3.1555 -0.3960 0.04 -0.34 0.28 -0.928
H -2.9573 -2.5418 0.2725 -0.04 0.01 -0.17 0.467
H -3.5993 -3.9102 0.1127 0.09 0.00 -0.08 0.461
O 1.2896 -2.0565 2.0786 1.02 -5.86 -0.22 -0.920
H 1.3574 -2.9879 2.3171 0.18 -0.78 -0.21 0.427
H 1.7618 -1.9940 1.2406 -0.29 0.09 -0.17 0.474
O -4.5098 -0.6797 -0.8786 -0.01 0.43 0.16 -0.921
H -3.9598 0.0553 -0.5848 -0.08 -0.03 -0.08 0.455
H -5.2124 -0.7246 -0.2202 0.02 -0.08 -0.09 0.467
O -1.5451 3.6546 0.6799 -0.41 -0.01 -0.17 -0.957
H -2.2692 4.0231 0.1614 0.04 0.12 0.07 0.477
H -1.9120 2.8453 1.0531 0.20 -0.08 0.05 0.483
O -0.1265 1.0996 -2.7078 -0.14 0.18 0.18 -0.917
H -0.9784 0.9535 -2.2813 0.01 -0.06 -0.14 0.462
H 0.3478 1.6721 -2.0944 0.13 -0.13 -0.23 0.456
O 2.1088 -2.3093 -0.8288 -0.07 -0.41 0.33 -0.917
H 1.9648 -3.2623 -0.8241 -0.11 0.01 -0.02 0.465
H 2.9356 -2.1947 -0.3469 0.02 0.16 -0.31 0.461
O 3.8989 -0.6530 -1.8924 0.36 0.21 -0.02 -0.927
H 4.2408 0.2122 -2.1442 -0.04 -0.03 0.03 0.469
H 4.6575 -1.0999 -1.5002 0.02 0.06 -0.13 0.458
O 1.1096 3.1865 0.1487 0.72 0.95 -0.64 -0.936
H 0.8580 3.6512 0.9547 -0.13 -0.13 -0.10 0.493
H 0.3248 3.2409 -0.4081 -0.16 0.76 0.30 0.473


(7)
30
Properties=species:S:1:pos:R:3:forces:R:3:nbo_charge:R:1 method="wB97M-V/def2-TZVPD" smiles=O.O.O.O.O.O.O.O.O.O homo_energy_ev=-9.9 energy_ha=-764.39297 de_lowest_kcal_mol=55.8 homo_lumo_gap_ha=0.35691
O 0.7390 3.1165 1.4145 1.35 0.70 -0.11 -0.953
H -0.1892 3.2428 1.4877 -1.29 -0.15 0.46 0.485
H 0.9925 2.2100 1.6080 -0.63 -0.20 0.50 0.494
O 2.2019 -2.0916 0.8095 1.27 -0.67 0.89 -0.994
H 2.7166 -2.8608 1.1931 -1.25 1.33 -0.81 0.494
H 1.3254 -2.3872 0.5448 -0.15 -0.62 -0.10 0.508
O 2.2086 0.3546 -2.0680 1.03 -1.42 0.18 -0.952
H 2.0693 0.0259 -1.1693 0.01 -0.01 -0.26 0.467
H 1.7233 1.1568 -2.0946 -0.81 1.71 0.23 0.497
O -2.5965 -1.7786 1.3912 1.38 -1.13 0.52 -0.963
H -3.3745 -2.2888 1.2051 -0.95 -0.03 -0.21 0.479
H -1.9244 -2.5083 1.4862 -0.56 1.13 -0.11 0.488
O -0.8198 -0.0879 0.0475 0.07 0.18 0.45 -0.986
H -1.3266 -0.6574 0.6189 -1.29 -0.50 0.05 0.491
H -0.0781 0.0786 0.6388 0.66 0.68 -0.47 0.491
O 1.4907 0.5750 1.3118 2.15 1.61 -0.58 -0.997
H 2.3550 0.9985 1.0140 -1.61 -0.47 0.28 0.502
H 1.8009 -0.3098 1.4514 0.24 -1.62 0.36 0.518
O -2.4880 2.4621 -0.4030 -1.72 2.50 -0.10 -0.963
H -1.9260 1.7369 -0.3238 1.44 -2.38 0.21 0.491
H -3.3537 2.2417 -0.0372 0.42 -0.18 -0.09 0.468
O -0.5173 -3.2352 0.1482 1.09 -1.11 1.94 -0.954
H -0.9695 -2.7939 -0.5168 -1.01 2.12 -2.30 0.491
H -0.9057 -4.0964 0.0482 0.17 -1.07 0.24 0.478
O 0.5895 2.5957 -1.1676 0.14 -0.47 -0.75 -1.010
H 0.1000 3.2740 -1.6457 -0.06 -0.11 0.42 0.484
H 0.4751 2.6963 -0.2040 0.13 0.60 -0.47 0.488
O -0.2824 -0.7853 -2.5311 -1.07 -0.43 0.60 -1.011
H 0.5498 -0.3207 -2.6413 0.34 -0.06 0.06 0.483
H -0.5861 -0.5633 -1.6165 0.51 0.06 -1.03 0.483


(8)
30
Properties=species:S:1:pos:R:3:forces:R:3:nbo_charge:R:1 method="wB97M-V/def2-TZVPD" smiles=O.O.O.O.O.O.O.O.O.O homo_energy_ev=-10.0 energy_ha=-764.37904 de_lowest_kcal_mol=64.6 homo_lumo_gap_ha=0.35795
O -2.2893 14.2145 14.0421 -0.26 0.27 -0.01 -0.951
H -1.4612 14.6833 14.1834 0.10 -0.14 -0.05 0.487
H -2.8223 14.8192 13.5166 0.08 0.09 0.00 0.471
O -4.3405 14.4423 9.4763 0.01 -0.07 -0.07 -0.955
H -4.8005 13.7050 9.8999 0.17 0.11 0.19 0.486
H -4.8745 15.2146 9.6809 -0.03 0.01 -0.04 0.465
O -2.6867 11.7025 15.3862 -0.16 0.27 0.12 -0.968
H -3.1928 11.3814 14.6275 0.20 -0.30 0.08 0.481
H -2.6560 12.6619 15.2719 0.07 -0.24 -0.08 0.474
O -4.6014 12.6892 12.1815 -0.05 0.20 -0.12 -0.968
H -3.8601 12.9863 12.7258 0.24 -0.23 -0.16 0.499
H -5.2595 13.3873 12.2524 -0.11 -0.10 0.09 0.472
O -8.8207 14.1383 11.8442 0.05 -0.07 0.15 -0.952
H -8.9839 15.0647 11.6473 -0.03 0.00 -0.02 0.472
H -7.9833 13.9342 11.4144 0.01 0.05 -0.19 0.478
O -1.4889 13.0029 11.0443 0.08 0.07 0.00 -0.942
H -1.8707 12.2356 10.6079 -0.04 -0.02 0.04 0.472
H -1.5283 13.7005 10.3827 -0.11 -0.01 -0.04 0.471
O -5.4519 9.9188 10.7751 -0.19 0.18 -0.06 -0.955
H -5.3613 10.8479 11.0377 0.17 -0.01 0.07 0.492
H -6.1728 9.5730 11.3112 0.02 -0.07 0.00 0.465
O -6.7387 12.8042 9.9889 -0.08 -0.04 0.06 -0.974
H -6.4813 12.6301 9.0760 -0.06 0.07 -0.04 0.495
H -7.2652 12.0374 10.2392 0.02 -0.06 -0.06 0.484
O -6.9640 11.6062 13.7553 -0.07 0.03 -0.14 -0.946
H -7.5351 11.1976 13.0985 -0.11 -0.01 0.07 0.463
H -7.5700 12.0899 14.3260 0.04 0.03 0.04 0.485
O -4.2497 10.1140 13.4702 -0.20 0.03 0.16 -0.973
H -4.9025 10.8265 13.4016 0.02 -0.09 0.08 0.488
H -4.3373 9.6421 12.6356 0.21 0.04 -0.08 0.482